1.
Entry from OMol25: the molecule H2N4O3 at a distorted geometry (wB97M-V/def2-TZVPD).

Last columns: bonded neighbours and bond lengths (Å).
Geometry (Å):
1 N 1.18519 0.27499 0.20805  N2 1.408, H8 1.093, H9 1.055
2 N -0.16319 -0.12503 0.14469  N1 1.408, N3 1.519, N5 1.321
3 N -0.50192 -1.58153 -0.11940  N2 1.519, O4 1.159
4 O 0.47305 -2.20351 -0.04447  N3 1.159
5 N -1.14313 0.75851 0.08055  N2 1.321, O6 1.200, O7 1.210
6 O -2.19202 0.28263 0.41714  N5 1.200
7 O -0.86497 1.85778 -0.34289  N5 1.210
8 H 1.27892 1.19101 -0.38046  N1 1.093
9 H 1.92807 -0.45485 0.03678  N1 1.055

## Properties
highest occupied orbital energy (alpha / beta): -0.3572 / -0.3572 Eh
relative energy (zero: lowest compared OMol25 entry of this formula, charge and spin): 223.8 kJ/mol
energy: -12127.707 eV
LUMO level (alpha / beta): -0.929 / -0.929 eV
SMILES string: NN(N=O)[N+](=O)[O-]
HOMO-LUMO gap (alpha / beta): 8.79 / 8.79 eV


2.
Entry from OMol25: the molecule H2NO3PS at a distorted geometry (wB97M-V/def2-TZVPD).

Last columns: bonded neighbours and bond lengths (Å).
Geometry (Å):
1 N 0.08409 0.16416 -0.23632  P5 1.670, H7 0.990, H8 0.966
2 O 1.78864 2.25988 0.29411  P5 1.443
3 O 2.51986 0.16797 -1.14486  P5 1.634, S6 1.722
4 O 2.48582 -0.26087 1.17326  P5 1.858, S6 1.660
5 P 1.58279 0.86205 -0.00019  N1 1.670, O2 1.443, O3 1.634, O4 1.858, S6 2.502
6 S 3.32114 -0.93529 -0.09326  O3 1.722, O4 1.660, P5 2.502
7 H -0.63086 0.84707 -0.17686  N1 0.990
8 H 0.15351 -0.78928 -0.09972  N1 0.966

## Properties
highest occupied orbital energy: -0.3256 Eh
relative energy (zero: lowest compared OMol25 entry of this formula, charge and spin): 53.0 kJ/mol
energy: -27789.337 eV
LUMO level: -0.130 eV
HOMO-LUMO gap: 8.73 eV


3.
Entry from OMol25: the ion H2NO3S with charge -1 at a distorted geometry (wB97M-V/def2-TZVPD).

Last columns: bonded neighbours and bond lengths (Å).
Geometry (Å):
1 N 0.15491 -0.38387 -0.02415  S2 1.687, H6 1.024, H7 1.024
2 S 1.80528 -0.03825 0.02314  N1 1.687, O3 1.753, O4 1.466, O5 1.414
3 O 1.63158 1.70290 -0.07503  S2 1.753
4 O 2.35113 -0.62694 1.24942  S2 1.466
5 O 2.35884 -0.51607 -1.18733  S2 1.414
6 H -0.26409 0.12794 0.75715  N1 1.024
7 H -0.11718 0.15086 -0.85459  N1 1.024

## Properties
highest occupied orbital energy: -0.1593 Eh
relative energy (zero: lowest compared OMol25 entry of this formula, charge and spin): 133.5 kJ/mol
energy: -18500.884 eV
LUMO level: 4.129 eV
net charge: -1
SMILES string: NS(=O)(=O)[O-]
HOMO-LUMO gap: 8.46 eV


4.
Entry from OMol25: the ion H2NO4P with charge -2 at a distorted geometry (wB97M-V/def2-TZVPD).

Last columns: bonded neighbours and bond lengths (Å).
Geometry (Å):
1 N 1.50979 -0.49725 -0.15340  O2 1.415, H7 1.095, H8 1.127
2 O 0.27989 -1.12237 -0.46671  N1 1.415, P3 1.819
3 P -0.94025 0.10980 0.08337  O2 1.819, O4 1.505, O5 1.515, O6 1.576
4 O -2.28911 -0.48125 -0.22599  P3 1.505
5 O -0.58003 0.23770 1.54938  P3 1.515
6 O -0.48446 1.31208 -0.82845  P3 1.576
7 H 1.19893 -0.00610 0.77433  N1 1.095
8 H 1.30523 0.44739 -0.73253  N1 1.127

## Properties
highest occupied orbital energy: 0.0227 Eh
relative energy (zero: lowest compared OMol25 entry of this formula, charge and spin): 12.0 kJ/mol
energy: -19001.247 eV
LUMO level: 7.849 eV
net charge: -2
SMILES string: NOP(=O)([O-])[O-]
HOMO-LUMO gap: 7.23 eV


5.
Entry from OMol25: a cluster of 2 separate species, H2NO4P in total at a distorted geometry (wB97M-V/def2-TZVPD).

Last columns: bonded neighbours and bond lengths (Å).
Geometry (Å):
1 N 1.78244 0.87482 0.46218  O5 1.529, H7 1.015
2 O -1.34719 0.15351 -1.52597  P6 1.489
3 O -2.28299 1.01830 0.72474  P6 1.524
4 O -1.29698 -1.33894 0.46314  P6 1.496
5 O 2.13712 -0.59106 0.21367  N1 1.529, H8 0.929
6 P -1.36893 0.06834 -0.03964  O2 1.489, O3 1.524, O4 1.496
7 H 0.83909 0.74139 0.11281  N1 1.015
8 H 1.53744 -0.92635 -0.41094  O5 0.929

## Properties
highest occupied orbital energy (alpha / beta): 0.0802 / 0.0802 Eh
relative energy (zero: lowest compared OMol25 entry of this formula, charge and spin): 256.9 kJ/mol
energy: -18998.708 eV
LUMO level (alpha / beta): 7.093 / 7.093 eV
net charge: -2
HOMO-LUMO gap (alpha / beta): 4.91 / 4.91 eV


6.
Entry from OMol25: the molecule H2NO4P at a distorted geometry (wB97M-V/def2-TZVPD).

Last columns: bonded neighbours and bond lengths (Å).
Geometry (Å):
1 N 1.06290 0.10944 -0.11133  O2 1.195, O3 1.207, P6 1.839
2 O 1.35841 -0.81325 -0.81056  N1 1.195
3 O 1.68081 1.13698 0.03098  N1 1.207
4 O -0.90011 -1.58420 0.15620  P6 1.635, H7 0.931
5 O -1.18391 0.92153 0.02763  P6 1.645, H8 0.966
6 P -0.41881 -0.22423 0.92556  N1 1.839, O4 1.635, O5 1.645
7 H -0.65210 -1.29158 -0.69215  O4 0.931
8 H -0.94719 1.74530 0.47366  O5 0.966

## Properties
highest occupied orbital energy: -0.3866 Eh
relative energy (zero: lowest compared OMol25 entry of this formula, charge and spin): 176.5 kJ/mol
energy: -18999.266 eV
LUMO level: -0.177 eV
HOMO-LUMO gap: 10.34 eV


7.
Entry from OMol25: the ion H2NO4S with charge -1 at a distorted geometry (wB97M-V/def2-TZVPD).

Last columns: bonded neighbours and bond lengths (Å).
Geometry (Å):
1 O -0.67011 0.42126 -1.26870  S2 1.467
2 S -0.78875 -0.20558 0.05186  O1 1.467, O3 1.460, O4 1.452, N5 1.731
3 O -0.91240 -1.65768 0.13618  S2 1.460
4 O -1.75543 0.50574 0.86844  S2 1.452
5 N 0.71290 0.12296 0.84871  S2 1.731, O6 1.414, H7 1.107
6 O 1.58321 -0.23930 -0.20480  N5 1.414, H8 1.020
7 H 0.78667 1.20671 0.63469  N5 1.107
8 H 1.04391 -0.15411 -1.06638  O6 1.020

## Properties
highest occupied orbital energy: -0.1954 Eh
relative energy (zero: lowest compared OMol25 entry of this formula, charge and spin): 9.0 kJ/mol
energy: -20547.725 eV
LUMO level: 4.147 eV
net charge: -1
SMILES string: O=S(=O)([O-])NO
HOMO-LUMO gap: 9.46 eV


8.
Entry from OMol25: the ion H2NO4S with charge -1 at a distorted geometry (wB97M-V/def2-TZVPD).

Last columns: bonded neighbours and bond lengths (Å).
Geometry (Å):
1 N -0.79126 -0.59101 0.20707  O4 1.375, O5 1.432, S6 1.861
2 O 0.02065 1.70858 0.36696  S6 1.563
3 O 1.82295 -0.02048 0.63103  S6 1.509
4 O -1.43854 0.30880 -0.60603  N1 1.375, H7 0.964
5 O -0.11021 -1.51180 -0.65290  N1 1.432, H8 0.954
6 S 0.46911 0.41989 1.13010  N1 1.861, O2 1.563, O3 1.509
7 H -0.79143 1.02062 -0.54843  O4 0.964
8 H 0.81872 -1.33461 -0.52780  O5 0.954

## Properties
highest occupied orbital energy: -0.1677 Eh
relative energy (zero: lowest compared OMol25 entry of this formula, charge and spin): 183.1 kJ/mol
energy: -20545.922 eV
LUMO level: 4.036 eV
net charge: -1
HOMO-LUMO gap: 8.60 eV


9.
Entry from OMol25: the ion H2NOS2 with charge -1 at a distorted geometry (wB97M-V/def2-TZVPD).

Last columns: bonded neighbours and bond lengths (Å).
Geometry (Å):
1 N -0.27944 0.46808 0.99938  S2 1.520, H5 0.985
2 S 0.79526 0.70380 -0.04966  N1 1.520, O3 1.467, S4 2.248, H6 1.517
3 O 1.11278 2.13493 -0.11088  S2 1.467
4 S 2.61618 -0.59385 0.18506  S2 2.248
5 H -0.10249 -0.48241 1.18689  N1 0.985
6 H 0.00132 0.45394 -1.31786  S2 1.517

## Properties
highest occupied orbital energy: -0.1510 Eh
relative energy (zero: lowest compared OMol25 entry of this formula, charge and spin): 119.2 kJ/mol
energy: -25239.673 eV
LUMO level: 3.686 eV
net charge: -1
SMILES string: N=[S@@H]([O-])=S
HOMO-LUMO gap: 7.80 eV


10.
Entry from OMol25: the ion H2NOS2 with charge -1 at a distorted geometry (wB97M-V/def2-TZVPD).

Last columns: bonded neighbours and bond lengths (Å).
Geometry (Å):
1 O 0.42374 -1.65848 0.55328  N2 1.344
2 N 0.15496 -0.45082 0.02896  O1 1.344, S3 1.767, S4 1.842
3 S 1.41517 0.68330 0.52639  N2 1.767, H5 1.321
4 S -1.49905 0.32773 0.25410  N2 1.842, H6 1.293
5 H 1.28597 1.44116 -0.54795  S3 1.321
6 H -1.78079 -0.34288 -0.81478  S4 1.293

## Properties
highest occupied orbital energy (alpha / beta): -0.0719 / -0.0720 Eh
relative energy (zero: lowest compared OMol25 entry of this formula, charge and spin): 274.6 kJ/mol
energy: -25238.062 eV
LUMO level (alpha / beta): 3.716 / 3.716 eV
net charge: -1
SMILES string: [O-]N(S)S
HOMO-LUMO gap (alpha / beta): 5.67 / 5.67 eV